# 1
ORCA calculation (wB97M-V/def2-TZVPD) on one molecule with the formula C5H11NO at a distorted geometry.

SMILES   CCC(=O)N(C)C
Energy relative to the best compared isomer or geometry (same formula, charge and spin)   225.4 kJ/mol
E   -327.045480 Ha
Kohn-Sham gap   9.92 eV

Geometry as XYZ:
```
18
Properties=species:S:1:pos:R:3:forces:R:3
C 0.4090 0.6834 -2.6138 -0.98 1.16 1.04
C 0.5189 0.5170 -1.0653 2.78 1.22 -1.76
C -0.2694 -0.5191 -0.4068 0.52 -1.51 -2.61
O -0.6937 -1.4984 -1.0709 -0.13 1.75 2.06
N -0.2749 -0.3732 0.9144 -1.19 -1.60 2.07
C -1.2083 -1.2005 1.6365 -2.21 -2.05 0.00
C 0.5471 0.4975 1.7496 1.99 2.20 -2.03
H 1.3836 0.9631 -3.0135 -0.23 0.32 -0.07
H 0.1544 -0.2618 -3.0134 -0.32 -1.00 -0.56
H -0.4144 1.4221 -2.9173 1.32 -0.94 0.46
H 0.5119 1.4900 -0.5743 -0.36 -0.05 0.03
H 1.5895 0.1747 -0.8652 -1.01 0.32 -0.23
H -2.2686 -1.1404 1.1713 1.75 0.02 0.51
H -1.0393 -2.4274 1.6652 0.17 3.37 0.29
H -1.2685 -0.6264 2.5769 -0.36 -1.46 0.19
H 0.3594 0.4295 2.8368 0.06 -0.63 -0.81
H 1.7536 0.2394 1.4968 -3.29 1.22 0.89
H 0.2098 1.6302 1.4930 1.49 -2.36 0.55
```
Forces are in eV/Å.

natural (NBO) charges, unit e, in atom order: number 1, C, carries -0.601; number 2, C, carries -0.492; number 3, C, carries 0.665; number 4, O, carries -0.635; number 5, N, carries -0.460; number 6, C, carries -0.418; number 7, C, carries -0.419; number 8, H, carries 0.207; number 9, H, carries 0.234; number 10, H, carries 0.205; number 11, H, carries 0.213; number 12, H, carries 0.224; number 13, H, carries 0.213; number 14, H, carries 0.219; number 15, H, carries 0.196; number 16, H, carries 0.226; number 17, H, carries 0.215; number 18, H, carries 0.207

# 2
ORCA calculation (wB97M-V/def2-TZVPD) on C33H53BrF4N4O5RuSSi as an isolated structure.

Energy relative to the best compared isomer or geometry (same formula, charge and spin)   20.0 kJ/mol
⟨S²⟩   6.04
E   -5640.189139 Ha
Multiplicity   5
Charge   +2
Kohn-Sham gap (spin up / spin down)   8.03 / 5.90 eV

Geometry as XYZ:
```
103
Properties=species:S:1:pos:R:3:forces:R:3
Ru -0.5245 -0.0606 -0.5851 -0.52 -0.18 -0.17
C 0.0847 -1.6917 -3.1688 0.01 0.06 0.04
N 0.2108 -0.3329 -2.5997 0.10 0.05 -0.11
C -0.5499 0.6123 -3.4663 -0.03 -0.05 0.04
C 1.6500 0.0601 -2.5691 -0.05 0.04 0.03
C 1.8569 1.2270 -1.6237 0.04 -0.02 -0.05
N 1.2564 0.8477 -0.3469 0.16 0.12 0.09
C 1.6045 1.5209 0.8032 0.03 -0.02 -0.05
C 1.3305 0.9102 2.0366 -0.03 0.08 0.02
F 0.8416 -0.3459 2.0292 0.11 -0.06 0.07
C 1.5188 1.5498 3.2367 0.02 -0.01 -0.03
F 1.2114 0.9064 4.3620 0.01 -0.02 0.01
C 1.9967 2.8471 3.2733 0.03 -0.01 0.04
C 2.2836 3.4718 2.0767 0.01 -0.02 -0.04
F 2.7189 4.7242 2.0710 0.01 0.02 -0.01
C 2.1057 2.8320 0.8605 0.02 0.01 0.08
F 2.3486 3.5130 -0.2559 -0.01 0.01 -0.03
H 0.4755 -1.7034 -4.1893 0.01 -0.02 0.00
H -0.9632 -1.9833 -3.1769 0.01 -0.01 -0.01
H 0.6642 -2.3907 -2.5656 -0.03 -0.02 -0.02
H -0.1406 0.5805 -4.4785 0.01 0.02 0.00
H -0.4856 1.6200 -3.0636 -0.01 0.00 -0.02
H -1.5950 0.3097 -3.4819 0.01 0.01 -0.01
H 1.9863 0.2980 -3.5813 0.02 0.01 0.01
H 2.2191 -0.7988 -2.2107 0.00 -0.01 0.01
H 1.3846 2.1391 -1.9985 0.00 -0.02 -0.01
H 2.9226 1.4323 -1.5111 -0.01 0.00 -0.02
H 2.1271 3.3658 4.2134 0.00 -0.01 0.01
Br -1.2009 3.8570 5.4479 -0.01 0.01 0.00
C -1.2012 4.2144 3.5928 -0.02 0.02 -0.04
C -1.0642 5.5172 3.1342 -0.01 -0.03 0.06
C -1.0218 5.7592 1.7678 0.01 0.00 -0.03
C -1.1020 4.7098 0.8672 0.05 -0.01 0.02
C -1.2444 3.4090 1.3405 -0.05 0.02 0.06
C -1.3058 3.1568 2.7087 -0.04 0.02 -0.01
C -1.2064 2.2726 0.3953 -0.01 -0.05 0.09
O -1.2286 1.0741 0.9131 0.05 0.02 0.03
O -1.0481 2.4019 -0.8249 0.07 -0.06 -0.04
H -0.9864 6.3332 3.8394 0.00 0.00 0.00
H -0.9116 6.7738 1.4102 0.00 0.00 0.00
H -1.0334 4.8860 -0.1972 -0.01 0.00 -0.02
H -1.4239 2.1459 3.0744 0.03 0.03 -0.02
N 0.6341 -4.5849 2.2198 -0.01 0.01 0.01
C 1.4376 -4.4652 0.9520 -0.03 -0.01 0.02
C 1.3085 -3.0478 0.4064 0.05 -0.02 -0.01
N -0.0730 -2.6155 0.2175 -0.03 0.10 0.12
C -0.8692 -2.7920 1.4375 -0.01 -0.04 0.04
C -0.8092 -4.2059 1.9924 0.02 -0.01 -0.01
H 1.0336 -3.9732 2.9366 0.00 0.00 0.00
H 0.6954 -5.5373 2.5842 0.00 0.00 0.00
H 1.0295 -5.2059 0.2641 0.01 0.01 -0.01
H 2.4698 -4.7235 1.1823 0.00 0.01 -0.01
H 1.8452 -3.0017 -0.5414 0.00 0.00 0.01
H 1.7957 -2.3402 1.0824 -0.01 -0.02 0.00
H -0.5198 -3.1143 -0.5480 0.01 0.05 -0.03
H -1.9077 -2.5407 1.2231 -0.01 0.00 0.00
H -0.5171 -2.0858 2.1926 0.00 0.00 -0.02
H -1.2118 -4.9426 1.2969 -0.01 0.02 0.00
H -1.3300 -4.2918 2.9444 -0.01 0.01 -0.01
C -6.1480 2.6545 -1.6629 0.00 -0.02 0.01
C -4.6294 2.6405 -1.5789 0.02 0.00 -0.03
C -4.1060 3.9481 -1.0136 0.03 0.02 -0.03
C -4.0015 2.3411 -2.9319 -0.02 0.03 0.00
O -4.1926 1.6119 -0.6361 -0.05 0.05 0.06
Si -4.4362 0.0261 -0.5760 0.15 0.06 -0.02
S -2.5299 -1.0447 -0.9404 0.08 -0.09 -0.11
O -5.3781 -0.5024 -1.7626 -0.08 0.01 0.00
C -6.3183 -1.6032 -1.9047 0.01 -0.01 -0.01
C -7.4929 -1.3716 -0.9669 0.00 0.01 0.00
C -6.7605 -1.5660 -3.3568 0.00 -0.01 -0.01
C -5.6026 -2.9053 -1.5781 0.00 -0.01 0.00
O -4.7978 -0.5373 0.8870 0.00 -0.02 0.07
C -5.1281 0.0565 2.1744 0.01 -0.03 -0.03
C -3.9203 0.8322 2.6734 -0.02 0.01 -0.02
C -6.3335 0.9677 2.0145 -0.02 0.01 0.03
C -5.4457 -1.1192 3.0823 0.00 0.03 0.03
H -6.4710 3.4717 -2.3084 0.01 0.00 -0.01
H -6.5901 2.8129 -0.6789 0.01 0.00 0.02
H -6.5263 1.7221 -2.0792 -0.01 -0.01 0.00
H -4.4253 4.7814 -1.6402 -0.01 0.00 0.00
H -3.0173 3.9321 -0.9866 -0.05 0.01 -0.01
H -4.4855 4.1112 -0.0040 -0.01 -0.01 0.01
H -4.2863 3.1045 -3.6566 0.01 0.01 0.00
H -4.3421 1.3748 -3.3082 0.00 -0.02 0.00
H -2.9148 2.3410 -2.8374 0.01 0.00 0.00
H -7.9463 -0.3979 -1.1563 0.00 0.01 0.00
H -7.1703 -1.4178 0.0734 0.00 0.00 0.00
H -8.2532 -2.1371 -1.1234 0.00 -0.01 -0.01
H -7.2399 -0.6138 -3.5844 0.00 0.00 0.01
H -7.4734 -2.3659 -3.5564 0.00 0.00 0.00
H -5.9039 -1.6914 -4.0199 0.01 0.00 0.00
H -5.2577 -2.9028 -0.5416 0.00 0.00 0.01
H -4.7462 -3.0451 -2.2398 0.00 0.00 0.00
H -6.2804 -3.7491 -1.7091 -0.01 0.00 0.00
H -3.6968 1.6623 2.0014 -0.02 -0.03 0.02
H -3.0456 0.1808 2.7222 0.01 0.00 0.00
H -4.1123 1.2352 3.6687 -0.02 0.00 0.01
H -6.0981 1.8014 1.3535 0.01 0.02 -0.02
H -6.6193 1.3766 2.9844 -0.01 0.00 0.00
H -7.1859 0.4212 1.6108 0.00 0.00 -0.01
H -4.5800 -1.7788 3.1666 0.01 0.00 -0.01
H -6.2838 -1.6933 2.6874 0.00 0.00 -0.01
H -5.7090 -0.7669 4.0797 0.00 0.00 0.00
```
Forces are in eV/Å.

Mulliken population analysis, charges in e, atoms 1 to 99: number 1, Ru, carries 1.112; number 2, C, carries -1.142; number 3, N, carries 0.756; number 4, C, carries -1.190; number 5, C, carries -1.393; number 6, C, carries -0.652; number 7, N, carries 0.534; number 8, C, carries -0.217; number 9, C, carries -0.058; number 10, F, carries -0.048; number 11, C, carries -0.323; number 12, F, carries -0.383; number 13, C, carries -0.008; number 14, C, carries 0.115; number 15, F, carries -0.349; number 16, C, carries 0.859; number 17, F, carries -0.405; number 18, H, carries 0.400; number 19, H, carries 0.316; number 20, H, carries 0.228; number 21, H, carries 0.414; number 22, H, carries 0.323; number 23, H, carries 0.248; number 24, H, carries 0.367; number 25, H, carries 0.349; number 26, H, carries 0.448; number 27, H, carries 0.528; number 28, H, carries 0.582; number 29, Br, carries -0.109; number 30, C, carries -0.306; number 31, C, carries -0.478; number 32, C, carries -0.982; number 33, C, carries -0.561; number 34, C, carries 0.565; number 35, C, carries -0.068; number 36, C, carries 0.391; number 37, O, carries -0.255; number 38, O, carries -0.503; number 39, H, carries 0.460; number 40, H, carries 0.473; number 41, H, carries 0.486; number 42, H, carries 0.544; number 43, N, carries -0.080; number 44, C, carries -0.999; number 45, C, carries -0.480; number 46, N, carries 0.128; number 47, C, carries -0.275; number 48, C, carries -1.093; number 49, H, carries 0.392; number 50, H, carries 0.366; number 51, H, carries 0.391; number 52, H, carries 0.452; number 53, H, carries 0.313; number 54, H, carries 0.182; number 55, H, carries 0.485; number 56, H, carries 0.134; number 57, H, carries 0.180; number 58, H, carries 0.388; number 59, H, carries 0.463; number 60, C, carries -1.620; number 61, C, carries 1.719; number 62, C, carries -1.428; number 63, C, carries -1.259; number 64, O, carries 1.431; number 65, Si, carries -2.096; number 66, S, carries -0.253; number 67, O, carries 0.372; number 68, C, carries 1.569; number 69, C, carries -1.312; number 70, C, carries -1.724; number 71, C, carries -1.463; number 72, O, carries 0.489; number 73, C, carries 1.820; number 74, C, carries -1.159; number 75, C, carries -1.569; number 76, C, carries -1.854; number 77, H, carries 0.542; number 78, H, carries 0.358; number 79, H, carries 0.148; number 80, H, carries 0.537; number 81, H, carries -0.005; number 82, H, carries 0.333; number 83, H, carries 0.589; number 84, H, carries 0.122; number 85, H, carries -0.067; number 86, H, carries 0.308; number 87, H, carries 0.035; number 88, H, carries 0.553; number 89, H, carries 0.365; number 90, H, carries 0.424; number 91, H, carries 0.332; number 92, H, carries 0.092; number 93, H, carries 0.284; number 94, H, carries 0.552; number 95, H, carries -0.036; number 96, H, carries 0.086; number 97, H, carries 0.646; number 98, H, carries 0.120; number 99, H, carries 0.553

# 3
ORCA calculation (wB97M-V/def2-TZVPD) on C7H4CaCl2NSSbSe4 as an isolated structure.

E   -12166.304517 Ha
Charge   -2
Kohn-Sham gap   5.85 eV

Geometry as XYZ:
```
21
Properties=species:S:1:pos:R:3:forces:R:3
Ca 1.4848 0.8957 0.3085 0.48 0.17 -0.07
Cl -0.7884 -0.6711 1.1766 0.07 -0.09 0.19
C -0.2315 -1.6687 2.5203 -0.19 0.12 -0.29
C -1.0273 -2.7646 2.7925 0.07 -0.04 0.08
C -0.6907 -3.6094 3.8386 -0.01 0.05 -0.06
C 0.4442 -3.3232 4.5796 0.00 -0.01 0.01
C 1.2154 -2.2164 4.2744 0.21 -0.06 0.24
Cl 2.6282 -1.9587 5.2779 -0.14 0.00 -0.11
C 0.9316 -1.3163 3.2289 0.11 0.22 -0.16
S 1.9230 0.0717 2.8919 -0.17 -0.32 0.28
H -1.8985 -2.9474 2.1791 -0.01 -0.01 0.00
H -1.2984 -4.4751 4.0659 0.01 0.00 0.01
H 0.7472 -3.9578 5.4017 0.00 0.00 0.00
N 2.8204 -1.4879 -0.9915 -0.10 0.24 0.27
C 2.2653 -2.0745 -0.1509 0.17 -0.33 0.01
H 2.9027 -0.6738 -1.6511 -0.03 -0.08 -0.23
Se 0.3485 3.4165 -0.1342 -0.11 0.19 -0.05
Sb 2.1801 3.1300 -1.8324 -0.10 0.30 -0.13
Se 1.5859 0.8358 -2.6562 -0.13 -0.11 -0.18
Se 4.1517 2.6179 -0.4611 -0.13 -0.28 0.23
Se 2.2962 4.8414 -3.5278 0.02 0.04 -0.05
```
Forces are in eV/Å.

natural (NBO) charges, unit e, in atom order: number 1, Ca, carries 1.641; number 2, Cl, carries -0.035; number 3, C, carries -0.046; number 4, C, carries -0.224; number 5, C, carries -0.257; number 6, C, carries -0.233; number 7, C, carries -0.053; number 8, Cl, carries -0.024; number 9, C, carries -0.180; number 10, S, carries -0.470; number 11, H, carries 0.216; number 12, H, carries 0.201; number 13, H, carries 0.212; number 14, N, carries -0.760; number 15, C, carries 0.196; number 16, H, carries 0.452; number 17, Se, carries -0.978; number 18, Sb, carries 1.008; number 19, Se, carries -0.965; number 20, Se, carries -0.912; number 21, Se, carries -0.790